Record 1
Density functional theory data (ωB97M-V with the def2-TZVPD basis set) for a structure of composition C23H18N3O5RhS.

CARTESIAN COORDINATES (ANGSTROEM)
Rh1 0.0088 -0.1402 0.1199
O1 0.4778 -1.6890 -1.0362
C1 0.5297 -2.8975 -0.5934
C2 0.8324 -3.9391 -1.5139
C3 0.9351 -5.2358 -1.1076
C4 0.7390 -5.6065 0.2444
C5 0.4461 -4.6334 1.1480
C6 0.3215 -3.2691 0.7664
C7 -0.0049 -2.3534 1.7997
N1 -0.3536 -1.1134 1.7035
C8 -0.5503 -0.2912 2.9193
C9 -0.0363 1.1228 2.6401
N2 -0.5160 1.3960 1.2946
C10 -1.3886 2.2916 1.0343
C11 -2.2088 2.3022 -0.1464
C12 -2.9685 3.4587 -0.4135
C13 -3.8079 3.5294 -1.4915
C14 -3.9290 2.4008 -2.3180
C15 -3.2352 1.2469 -2.0602
C16 -2.3417 1.1584 -0.9706
O2 -1.7386 0.0024 -0.7921
H1 0.9894 -3.6490 -2.5440
H2 1.1778 -5.9981 -1.8378
H3 0.8199 -6.6395 0.5513
H4 0.2875 -4.8929 2.1892
H5 0.0011 -2.7630 2.8093
H6 -0.0276 -0.7388 3.7642
H7 -1.6189 -0.2549 3.1421
H8 1.0512 1.1345 2.6570
H9 -0.4216 1.8378 3.3691
H10 -1.5527 3.0787 1.7727
H11 -2.8700 4.3053 0.2573
H12 -4.3672 4.4302 -1.7001
H13 -4.5923 2.4364 -3.1736
H14 -3.3482 0.3679 -2.6802
O3 4.8094 1.3541 -2.2351
S1 4.3662 1.7776 -0.9394
O4 4.4245 3.1733 -0.6092
N3 2.8731 1.1859 -0.6176
C17 2.9097 0.3455 0.3771
O5 1.8857 -0.2284 0.8687
C18 4.2547 0.0894 0.9728
C19 4.6010 -0.7388 2.0238
C20 5.9375 -0.7816 2.4030
C21 6.8912 -0.0131 1.7386
C22 6.5358 0.8162 0.6807
C23 5.2054 0.8451 0.3188
H15 3.8466 -1.3346 2.5209
H16 6.2449 -1.4155 3.2245
H17 7.9263 -0.0643 2.0506
H18 7.2733 1.4155 0.1637

Output
LUMO = -0.025 hartree
Kohn-Sham gap = 7.58 eV
2S+1 = 1
energy relative to the best compared isomer or geometry (same formula, charge and spin) = 11.9 kJ/mol
HOMO energy = -8.27 eV
M = 551.39 g/mol
strongest force on any atom = 0.0237 hartree/bohr

=====

Record 2
Density functional theory data (ωB97M-V with the def2-TZVPD basis set) for a structure of composition C23H18N4O2Tl.

CARTESIAN COORDINATES (ANGSTROEM)
Tl1 -0.8936 -0.3387 0.6233
C1 0.1943 2.3476 1.7533
C2 -0.4672 1.9195 2.9019
C3 -1.8568 1.9119 2.9429
C4 -2.5866 2.3331 1.8382
C5 -1.9296 2.7584 0.6901
C6 -0.5388 2.7651 0.6441
H1 1.2749 2.4163 1.7438
H2 0.0995 1.6459 3.7831
H3 -2.3692 1.6063 3.8458
H4 -3.6679 2.3462 1.8787
H5 -2.5000 3.1112 -0.1595
H6 -0.0278 3.1452 -0.2311
O1 4.2713 -5.9609 1.5178
N1 4.0834 -5.7090 0.3436
O2 4.5130 -6.3744 -0.5768
C7 3.2900 -4.5141 0.0021
C8 3.0649 -4.3070 -1.3077
C9 2.1735 -3.2827 -1.7664
C10 2.1319 -2.8463 -3.0632
C11 1.1263 -1.9652 -3.5524
C12 0.2012 -1.3131 -2.4112
N2 0.5884 -1.5939 -1.1128
C13 1.4201 -2.5327 -0.7904
C14 1.7945 -2.6661 0.6241
N3 1.2102 -1.8196 1.4857
C15 1.6026 -1.8210 2.7473
C16 2.6027 -2.6603 3.2221
C17 3.1724 -3.5718 2.3628
C18 2.7546 -3.6158 1.0216
H7 3.5183 -4.9756 -2.0257
H8 2.9206 -3.1480 -3.7434
H9 1.3455 -1.4073 -4.4507
H10 -1.3936 -0.1495 -2.6985
H11 1.1038 -1.1167 3.4042
H12 2.9248 -2.6001 4.2519
H13 3.9260 -4.2537 2.7152
C19 -1.2475 -0.7059 -5.1057
C20 -0.3666 0.4388 -4.8713
C21 0.0705 0.7555 -3.6514
N4 -0.4022 0.0092 -2.5224
C22 -0.3408 -2.3352 -3.3735
C23 -1.2664 -1.8720 -4.4351
H14 -1.9430 -0.5924 -5.9299
H15 -0.1025 1.0512 -5.7253
H16 0.7731 1.5525 -3.4441
H17 -0.5236 -3.3311 -2.9876
H18 -2.0023 -2.6091 -4.7325

Output
LUMO = -0.146 hartree
net charge = +1
Kohn-Sham gap = 7.54 eV
2S+1 = 1
HOMO energy = -11.50 eV
M = 586.81 g/mol
strongest force on any atom = 0.0114 hartree/bohr

=====

Record 3
Density functional theory data (ωB97M-V with the def2-TZVPD basis set) for a structure of composition C23H18N6O4RuS3Se.

CARTESIAN COORDINATES (ANGSTROEM)
Ru1 -0.1471 1.5997 0.5426
S1 -5.3026 1.5342 -2.1610
C1 -6.7986 1.1038 -2.8463
C2 -7.0513 -0.2279 -2.7263
C3 -5.9899 -0.9161 -2.0883
C4 -4.9550 -0.0927 -1.7357
C5 -3.7085 -0.4611 -1.0675
C6 -2.7273 0.5171 -0.8060
N1 -1.5804 0.2333 -0.2056
C7 -1.3301 -1.0322 0.2241
C8 -2.2314 -2.0647 0.0099
C9 -1.8888 -3.3773 0.5017
C10 -0.7363 -3.5920 1.1699
C11 0.1895 -2.5147 1.4251
C12 1.3790 -2.6553 2.1535
C13 2.2074 -1.5706 2.4042
C14 1.8020 -0.3323 1.8888
N2 0.6853 -0.1746 1.1732
C15 -0.1248 -1.2519 0.9441
C16 3.4463 -1.6587 3.1797
C17 4.3254 -0.6481 3.4700
C18 5.4273 -1.0782 4.2488
C19 5.3575 -2.4070 4.5355
S2 3.9619 -3.1324 3.8849
C20 -3.4286 -1.7521 -0.6520
H1 -7.4269 1.8613 -3.2881
H2 -7.9551 -0.6977 -3.0838
H3 -6.0050 -1.9828 -1.9099
H4 -2.8742 1.5537 -1.0836
H5 -2.5833 -4.1901 0.3334
H6 -0.4940 -4.5789 1.5424
H7 1.6387 -3.6350 2.5403
H8 2.3793 0.5629 2.0657
H9 4.2036 0.3774 3.1470
H10 6.2290 -0.4361 4.5815
H11 6.0542 -2.9982 5.1093
H12 -4.1512 -2.5414 -0.8196
C21 3.0197 1.0231 -4.2357
C22 3.1742 1.7078 -2.9314
N3 4.2295 2.3257 -2.5064
N4 3.8911 2.7898 -1.2663
C23 2.6612 2.4695 -0.9041
S3 1.8609 2.9460 0.5411
N5 2.1838 1.7736 -1.9567
N6 0.8886 1.2581 -1.9724
H13 3.9400 1.1479 -4.8007
H14 2.1969 1.4528 -4.8088
H15 2.8408 -0.0454 -4.1022
H16 4.5497 3.3508 -0.7441
H17 0.9020 0.3399 -2.4045
H18 0.2890 1.8741 -2.5176
O1 -1.2604 3.0601 0.0796
Se1 -1.3595 3.8194 1.7142
O2 -2.8666 4.1340 2.0968
O3 -0.7470 2.3249 2.3598
O4 -0.1898 4.9049 1.7575

Output
LUMO (spin up / spin down) = -0.259 / -0.331 hartree
net charge = +2
Kohn-Sham gap (spin up / spin down) = 6.29 / 4.32 eV
2S+1 = 5
HOMO energy (spin up / spin down) = -13.33 / -13.34 eV
M = 718.67 g/mol
strongest force on any atom = 0.0173 hartree/bohr

=====

Record 4
Density functional theory data (ωB97M-V with the def2-TZVPD basis set) for a structure of composition C23H19AlBr2N4S.

CARTESIAN COORDINATES (ANGSTROEM)
Al1 9.2152 10.8046 8.7185
Br1 8.8495 11.8077 15.0987
C1 8.8891 11.4448 13.3437
C2 9.2310 10.1448 12.8484
C3 9.2996 9.9321 11.5180
N1 9.0223 10.9125 10.5928
C4 8.6690 12.1540 11.0437
C5 8.5980 12.3956 12.3790
C6 8.2739 13.0272 9.8976
C7 7.5671 14.1513 10.1347
C8 7.1969 14.8718 9.0094
Br2 6.2187 16.3704 9.1596
C9 7.7088 14.5428 7.7681
C10 8.3820 13.3709 7.6071
N2 8.6677 12.5967 8.6750
H1 9.4407 9.3114 13.6102
H2 9.5114 8.9537 11.0587
H3 8.4318 13.4152 12.6774
H4 7.4424 14.5407 11.1773
H5 7.5408 15.1651 6.9533
H6 8.7179 12.9335 6.7272
C11 12.9473 6.7995 7.5128
C12 11.5863 6.9329 7.8386
C13 10.9709 8.1235 7.9832
C14 11.6744 9.3710 7.8244
C15 11.0037 10.6349 8.0037
C16 11.7021 11.8125 7.8386
C17 13.0873 11.7270 7.5317
C18 13.7536 10.5345 7.4240
C19 13.0858 9.2691 7.6272
C20 13.6629 7.9675 7.4512
H7 13.4683 5.8773 7.4489
H8 11.1137 5.9661 8.0413
H9 9.9532 8.0910 8.3857
H10 11.2510 12.7490 8.0107
H11 13.6526 12.5931 7.3228
H12 14.7661 10.6112 7.0131
H13 14.7356 7.9318 7.1566
S1 7.2686 9.4869 8.3895
C21 7.2733 8.9836 6.7383
N3 6.3520 8.1950 6.2117
C22 6.4501 8.0227 4.6956
C23 7.8766 8.5661 4.4654
N4 8.1535 9.3185 5.7648
H14 5.4442 8.0309 6.6555
H15 5.6997 8.7380 4.1950
H16 6.1783 7.0781 4.2898
H17 7.9933 9.2742 3.6837
H18 8.6099 7.7650 4.2513
H19 9.1209 9.5740 5.9563

Output
LUMO = -0.259 hartree
net charge = +2
Kohn-Sham gap = 6.17 eV
2S+1 = 1
energy relative to the best compared isomer or geometry (same formula, charge and spin) = 0.0 kJ/mol
HOMO energy = -13.22 eV
M = 570.29 g/mol
strongest force on any atom = 0.0687 hartree/bohr

=====

Record 5
Density functional theory data (ωB97M-V with the def2-TZVPD basis set) for a structure of composition C23H19AuP.

CARTESIAN COORDINATES (ANGSTROEM)
Au1 0.6446 -2.1004 0.2909
C1 2.7060 -2.7076 0.9289
C2 1.7362 -3.4261 1.6812
C3 1.5326 -2.6712 2.9347
C4 2.3569 -1.5711 2.9211
C5 3.0762 -1.5677 1.7006
H1 3.2652 -3.1027 0.0943
H2 1.4312 -4.4457 1.4997
H3 0.8335 -2.9554 3.7064
H4 2.4191 -0.8086 3.6811
H5 3.7804 -0.8126 1.3829
C6 0.8441 2.8814 2.8393
C7 1.8757 2.5104 1.9820
C8 1.6251 1.6377 0.9389
C9 0.3377 1.1381 0.7423
C10 -0.6941 1.5156 1.5953
C11 -0.4356 2.3857 2.6469
P1 0.0265 0.0086 -0.6262
C12 0.0835 0.8871 -2.1857
C13 0.0179 2.2786 -2.1891
C14 -0.0719 2.9512 -3.3999
C15 -0.0741 2.2417 -4.5912
C16 0.0124 0.8541 -4.5843
C17 0.0962 0.1731 -3.3830
C18 -1.6240 -0.6592 -0.4655
C19 -2.8995 -0.2526 -0.8279
C20 -3.9456 -1.1178 -0.5435
C21 -3.7000 -2.3529 0.0594
C22 -2.4137 -2.7721 0.3780
C23 -1.3742 -1.8944 0.1097
H6 1.0413 3.5618 3.6569
H7 2.8719 2.9054 2.1298
H8 2.4332 1.3546 0.2732
H9 -1.6940 1.1266 1.4510
H10 -1.2373 2.6772 3.3117
H11 0.0277 2.8353 -1.2610
H12 -0.1346 4.0308 -3.4094
H13 -0.1387 2.7720 -5.5319
H14 0.0188 0.3061 -5.5166
H15 0.1600 -0.9087 -3.3804
H16 -3.0735 0.6933 -1.3260
H17 -4.9598 -0.8451 -0.8011
H18 -4.5355 -3.0081 0.2706
H19 -2.2477 -3.7466 0.8159

Output
LUMO (spin up / spin down) = -0.186 / -0.186 hartree
net charge = +1
Kohn-Sham gap (spin up / spin down) = 6.55 / 6.55 eV
2S+1 = 1
energy relative to the best compared isomer or geometry (same formula, charge and spin) = 68.5 kJ/mol
HOMO energy (spin up / spin down) = -11.61 / -11.61 eV
M = 523.35 g/mol
strongest force on any atom = 0.0243 hartree/bohr

=====

Record 6
Density functional theory data (ωB97M-V with the def2-TZVPD basis set) for a structure of composition C23H19F6N6O4PtS2SbTe.

CARTESIAN COORDINATES (ANGSTROEM)
Pt1 3.0292 0.6576 0.3515
N1 0.9974 1.3249 3.2235
C1 2.0775 0.6028 3.3686
N2 3.0310 0.4546 2.4612
C2 4.0596 -0.3169 2.9115
C3 3.8948 -0.7896 4.2133
S1 2.4353 -0.2751 4.8691
C4 5.1362 -0.5275 2.0326
C5 6.3098 -1.2107 2.2641
S2 7.3313 -1.1477 0.9179
C6 6.1313 -0.1743 0.0687
N3 5.0469 0.0444 0.7791
N4 6.3601 0.2895 -1.1513
H1 0.7674 1.6694 2.2961
H2 0.3190 1.3999 3.9651
H3 4.5771 -1.4122 4.7725
H4 6.6017 -1.7250 3.1674
H5 7.2423 0.1355 -1.6151
H6 5.7266 0.9599 -1.5544
O1 -0.0370 2.3197 -5.1941
C7 -0.1495 1.5228 -4.1373
O2 -1.1995 1.0618 -3.8093
C8 1.1189 1.2138 -3.3893
C9 2.3499 0.9063 -3.9297
N5 3.1899 0.6673 -2.9128
N6 2.5939 0.8214 -1.7375
C10 1.3277 1.1366 -1.9911
C11 0.4219 1.2652 -0.8250
O3 -0.8180 1.3653 -1.0265
O4 0.9481 1.2098 0.3332
H7 0.8473 2.6607 -5.3742
H8 2.6631 0.8036 -4.9570
H9 4.1373 0.3345 -2.9931
Te1 -2.2167 0.1629 0.3797
C12 -3.6882 -1.3343 0.5601
C13 -4.4502 -1.7140 -0.5587
C14 -5.1834 -2.8815 -0.4763
C15 -5.1747 -3.6262 0.7018
C16 -4.4182 -3.2367 1.8116
C17 -3.6652 -2.0834 1.7514
C18 -3.6482 1.4316 -0.4551
C19 -4.6384 1.8297 0.4546
C20 -5.4667 2.8835 0.1127
C21 -5.3527 3.4816 -1.1364
C22 -4.3884 3.0504 -2.0470
C23 -3.5445 2.0042 -1.7226
H10 -4.4559 -1.1259 -1.4676
H11 -5.7564 -3.2076 -1.3333
H12 -5.7808 -4.5209 0.7644
H13 -4.4106 -3.8341 2.7128
H14 -3.0669 -1.7790 2.5996
H15 -4.7348 1.3466 1.4208
H16 -6.1873 3.2474 0.8323
H17 -6.0432 4.2665 -1.4148
H18 -4.3133 3.5145 -3.0208
H19 -2.8266 1.6421 -2.4416
F1 2.2932 -1.6985 0.2239
Sb1 0.6747 -2.5134 0.9346
F2 1.7987 -2.9612 2.3874
F3 -0.9290 -3.2457 1.5286
F4 1.0509 -3.9469 -0.1753
F5 -0.2334 -1.4306 -0.3876
F6 0.2876 -0.9699 2.0628

Output
LUMO (spin up / spin down) = -0.400 / -0.422 hartree
net charge = +3
Kohn-Sham gap (spin up / spin down) = 5.57 / 4.97 eV
2S+1 = 2
energy relative to the best compared isomer or geometry (same formula, charge and spin) = 149.7 kJ/mol
HOMO energy (spin up / spin down) = -16.45 / -16.45 eV
M = 1066.00 g/mol
strongest force on any atom = 0.0425 hartree/bohr

=====

Record 7
Density functional theory data (ωB97M-V with the def2-TZVPD basis set) for a structure of composition C23H19I2N4OPt.

CARTESIAN COORDINATES (ANGSTROEM)
Pt1 -0.6283 -0.1381 -0.9383
I1 -2.7744 5.9149 -4.6487
C1 -2.0885 4.0057 -4.0802
C2 -2.5917 2.8730 -4.7006
C3 -2.1431 1.6433 -4.2855
I2 -2.8743 -0.1315 -5.1317
C4 -1.2036 1.4706 -3.2292
O1 -0.9355 0.2584 -2.8899
C5 -0.6641 2.6639 -2.6507
C6 0.3756 2.6401 -1.5511
N1 -0.2202 2.1396 -0.3075
C7 0.6404 1.9859 0.8649
C8 0.3575 0.6812 1.6031
C9 1.1562 0.3841 2.7600
C10 1.2088 -0.7883 3.4243
C11 0.4359 -2.0095 3.0712
C12 0.4361 -2.2809 1.5465
N2 -0.5538 -0.0758 1.0754
C13 -1.1292 3.8910 -3.0792
H1 -3.3229 2.9492 -5.4892
H2 0.7761 3.6553 -1.4254
H3 1.2058 1.9769 -1.8219
H4 -1.0467 2.6817 -0.0744
H5 0.5385 2.8271 1.5598
H6 1.6870 1.9546 0.5390
H7 1.7617 1.2054 3.1183
H8 1.8407 -0.8515 4.2966
H9 0.6925 -2.8540 3.7095
H10 0.1873 -3.3231 1.3453
H11 -0.7447 4.7897 -2.6236
C14 -2.7145 -3.3413 2.1048
C15 -2.0203 -2.8276 3.1288
C16 -1.0855 -1.6820 2.9472
C17 -0.8522 -1.4129 1.4486
N3 -1.7968 -1.8499 0.4636
C18 -2.6264 -2.7631 0.7752
C19 1.6255 -1.8828 0.7294
C20 2.9146 -2.1329 1.1909
C21 3.9975 -1.7435 0.4193
C22 3.7576 -1.1292 -0.8013
C23 2.4458 -0.9482 -1.2047
N4 1.4076 -1.3023 -0.4504
H12 -3.4035 -4.1581 2.2493
H13 -2.1599 -3.1887 4.1373
H14 -1.3988 -0.8280 3.5544
H15 -3.3132 -3.0970 0.0101
H16 3.0592 -2.6265 2.1381
H17 5.0053 -1.9130 0.7680
H18 4.5693 -0.8037 -1.4311
H19 2.2096 -0.5081 -2.1642

Output
LUMO (spin up / spin down) = -0.169 / -0.169 hartree
net charge = +1
Kohn-Sham gap (spin up / spin down) = 5.11 / 5.11 eV
2S+1 = 1
HOMO energy (spin up / spin down) = -9.70 / -9.71 eV
M = 816.32 g/mol
strongest force on any atom = 0.0711 hartree/bohr

=====

Record 8
Density functional theory data (ωB97M-V with the def2-TZVPD basis set) for a structure of composition C23H19IrN6O3.

CARTESIAN COORDINATES (ANGSTROEM)
Ir1 1.8448 1.0197 -0.0889
O1 3.3943 1.9602 3.4538
C1 2.7421 1.5129 2.5832
N1 3.1919 1.3085 1.2147
C2 4.5464 1.4650 0.8203
O2 5.4316 1.7866 1.5854
C3 4.6419 1.2312 -0.6629
C4 5.8176 1.3931 -1.3607
C5 5.8393 0.9561 -2.6983
C6 4.6809 0.4240 -3.2641
C7 3.5184 0.4368 -2.5545
N2 3.4877 0.9050 -1.2738
C8 1.2932 1.1887 2.6607
C9 0.7394 1.0382 3.9369
C10 -0.6535 0.8621 3.9773
C11 -1.3529 1.0202 2.7602
C12 -0.8115 1.2691 1.5876
N3 0.5590 1.2416 1.5003
H1 6.5866 2.0406 -0.9486
H2 6.7776 0.9176 -3.1984
H3 4.6730 0.0050 -4.2294
H4 2.5828 0.0772 -2.9679
H5 1.3772 1.2612 4.7686
H6 -1.2079 0.7243 4.8933
H7 -2.4449 1.0311 2.8271
H8 -1.3712 1.6073 0.7265
C13 -0.8605 1.3574 -3.1833
C14 0.0506 1.6316 -2.2392
N4 0.3055 0.6749 -1.2732
C15 -0.4785 -0.4732 -1.1321
C16 -1.5545 -0.6621 -2.0979
C17 -1.5668 0.1412 -3.2409
C18 -2.7753 -1.2415 -1.5580
C19 -2.9431 -1.5961 -0.2041
C20 -4.2641 -1.8109 0.3529
C21 -5.4312 -1.2303 -0.1332
C22 -6.6118 -1.4232 0.5572
N5 -6.6557 -2.0986 1.7023
C23 -5.5182 -2.7079 2.0369
N6 -4.3605 -2.6578 1.4386
H9 -1.1102 2.2172 -3.8973
H10 0.5536 2.5731 -2.1202
H11 -0.2456 -1.0393 -0.2062
H12 -2.2761 -0.1997 -4.0343
H13 -3.6692 -1.3083 -2.2166
H14 -2.0902 -1.7213 0.4506
H15 -5.4091 -0.4252 -0.9617
H16 -7.5881 -0.9878 0.3143
H17 -5.5925 -3.2699 2.9821
O3 1.4668 -4.5037 0.7761
H18 0.8022 -4.1698 1.4046
H19 1.9390 -3.7518 0.4341

Output
LUMO (spin up / spin down) = -0.346 / -0.483 hartree
net charge = +3
Kohn-Sham gap (spin up / spin down) = 6.24 / 4.82 eV
2S+1 = 6
energy relative to the best compared isomer or geometry (same formula, charge and spin) = 51.5 kJ/mol
HOMO energy (spin up / spin down) = -15.66 / -17.96 eV
M = 619.66 g/mol
strongest force on any atom = 0.1051 hartree/bohr